# 1
Here is a molecular structure, C45H59ClCsN9O2S5 from the OMol25 dataset. Energies are from ωB97M-V/def2-TZVPD.

Last column: Mulliken charge in e.
CARTESIAN COORDINATES (ANGSTROEM)
Cs1 1.03 -0.01 -0.28  0.85
S1 1.69 6.37 -1.26  -0.55
C1 3.34 5.81 -1.25  0.18
C2 4.38 6.67 -1.67  -0.57
C3 5.71 6.30 -1.66  -0.36
C4 6.09 5.04 -1.21  -0.70
C5 5.10 4.16 -0.80  -0.31
C6 3.76 4.52 -0.83  -0.61
S2 2.60 3.29 -0.29  0.12
C7 2.07 4.03 1.28  -0.77
C8 1.36 3.04 2.15  -0.17
C9 0.06 3.27 2.60  -0.34
C10 -0.53 2.34 3.45  -0.39
C11 0.19 1.22 3.83  -0.59
C12 1.48 1.06 3.34  -0.20
C13 2.32 -0.13 3.73  -0.84
S3 3.10 -0.99 2.34  0.17
C14 4.56 -0.04 1.98  0.70
C15 5.05 1.01 2.74  -0.53
C16 6.21 1.67 2.38  -0.67
C17 6.88 1.26 1.23  -0.62
C18 6.38 0.23 0.46  -0.40
C19 5.20 -0.46 0.80  -0.44
S4 4.56 -1.74 -0.19  -0.49
N1 2.03 1.95 2.51  0.35
H1 4.09 7.66 -2.01  0.36
H2 6.46 7.01 -1.99  0.31
H3 7.13 4.74 -1.19  0.38
H4 5.36 3.17 -0.44  0.45
H5 1.44 4.89 1.05  0.54
H6 2.97 4.36 1.79  0.59
H7 -0.47 4.16 2.27  0.47
H8 -1.55 2.48 3.80  0.26
H9 -0.24 0.47 4.48  0.59
H10 1.68 -0.89 4.19  0.34
H11 3.05 0.16 4.49  0.44
H12 4.50 1.35 3.61  0.08
H13 6.58 2.50 2.97  0.34
H14 7.79 1.77 0.92  0.35
H15 6.89 -0.08 -0.45  0.37
N2 -3.81 1.97 1.81  0.15
C20 -4.22 0.75 2.31  -1.40
C21 -3.40 -0.18 1.74  -0.34
N3 -2.50 0.44 0.91  0.18
C22 -2.76 1.72 0.97  -0.36
C23 -2.05 2.75 0.22  0.26
N4 -1.03 2.52 -0.56  0.44
C24 -0.66 3.74 -1.08  -0.72
C25 -1.48 4.72 -0.59  -0.92
N5 -2.38 4.08 0.23  0.03
H16 -4.17 2.87 2.08  0.14
H17 -5.03 0.67 3.01  0.61
H18 -3.38 -1.25 1.88  0.79
H19 0.20 3.87 -1.69  0.54
H20 -1.46 5.78 -0.73  0.56
H21 -3.12 4.52 0.74  0.14
O1 -1.97 -4.28 2.22  -0.81
O2 -2.21 -2.84 2.34  -0.32
C26 -0.95 -5.03 -1.19  -1.37
C27 0.37 -4.97 -0.44  1.79
C28 1.55 -4.98 -1.41  -1.61
C29 0.45 -6.16 0.53  -1.81
N6 0.34 -3.69 0.29  0.67
N7 1.43 -3.43 1.15  -0.12
H22 -1.05 -5.98 -1.73  0.43
H23 -1.01 -4.21 -1.91  -0.02
H24 -1.78 -4.94 -0.48  0.33
H25 1.56 -5.91 -1.98  0.43
H26 2.50 -4.90 -0.88  0.36
H27 1.47 -4.14 -2.10  0.13
H28 0.35 -7.10 -0.02  0.46
H29 -0.36 -6.08 1.26  0.29
H30 1.41 -6.19 1.06  0.42
H31 -0.50 -3.75 0.89  -0.30
H32 2.23 -3.05 0.65  -0.05
H33 1.74 -4.26 1.65  0.03
Cl1 0.53 -4.44 4.61  -0.22
C30 -0.64 -3.35 5.30  0.74
C31 -0.87 -3.45 6.66  -0.63
C32 -1.75 -2.58 7.28  -0.31
C33 -2.40 -1.61 6.53  -1.03
C34 -2.16 -1.53 5.17  0.23
C35 -1.28 -2.40 4.52  -0.38
C36 -1.13 -2.27 3.01  1.79
H34 -0.35 -4.21 7.23  0.42
H35 -1.93 -2.66 8.35  0.36
H36 -3.08 -0.92 7.01  0.36
H37 -2.66 -0.78 4.57  0.42
H38 -1.14 -1.20 2.75  -0.97
H39 -0.18 -2.69 2.68  -0.49
C37 -6.36 0.97 -1.99  -1.21
C38 -5.16 1.56 -2.72  -0.85
C39 -3.85 0.87 -2.37  1.28
C40 -3.79 -0.59 -2.79  -1.81
N8 -2.47 -1.17 -2.63  0.21
C41 -1.38 -0.94 -3.39  0.05
S5 0.07 -1.68 -3.01  -0.24
N9 -1.59 -0.18 -4.49  0.07
C42 -0.57 0.20 -5.44  -0.92
C43 -0.78 -0.38 -6.84  -0.67
C44 -0.48 -1.87 -7.00  -0.37
C45 -1.50 -2.81 -6.36  -0.82
H40 -7.28 1.53 -2.20  0.41
H41 -6.20 0.98 -0.91  0.23
H42 -6.54 -0.07 -2.28  0.31
H43 -5.08 2.62 -2.47  0.36
H44 -5.33 1.52 -3.80  0.39
H45 -3.68 0.91 -1.29  -0.88
H46 -3.01 1.41 -2.81  0.59
H47 -4.12 -0.70 -3.83  0.31
H48 -4.47 -1.19 -2.20  0.62
H49 -2.27 -1.69 -1.78  0.15
H50 -2.51 0.22 -4.62  0.16
H51 0.39 -0.13 -5.03  0.44
H52 -0.54 1.29 -5.50  0.36
H53 -0.12 0.18 -7.51  0.34
H54 -1.80 -0.17 -7.17  0.31
H55 0.51 -2.08 -6.59  0.24
H56 -0.42 -2.09 -8.07  0.34
H57 -1.45 -2.77 -5.27  -0.02
H58 -1.30 -3.84 -6.65  0.37
H59 -2.51 -2.56 -6.67  0.27

Properties
Highest occupied orbital energy: -1.73 eV
Relative energy (zero: lowest compared OMol25 entry of this formula, charge and spin): 0.0 kcal per mole
Electronic energy: -132376.313 eV
Spin multiplicity: 1
Orbital gap: 4.5 eV
Charge: -2

# 2
Here is a molecular structure, C45H59F14NNbS at a distorted geometry from the OMol25 dataset. Energies are from ωB97M-V/def2-TZVPD.

Last column: Mulliken charge in e.
CARTESIAN COORDINATES (ANGSTROEM)
C1 4.34 -6.63 0.30  -1.19
C2 2.90 -6.73 -0.19  -0.74
C3 1.92 -5.79 0.55  0.25
C4 0.95 -6.56 1.44  -0.93
C5 0.05 -5.68 2.30  -0.90
C6 -0.91 -4.76 1.51  -0.45
C7 -0.81 -3.29 1.92  -0.97
C8 -1.61 -2.32 1.04  0.35
C9 -1.28 -2.30 -0.46  -0.02
C10 -0.94 -0.89 -0.99  -1.35
Nb1 1.18 -0.21 -0.58  -1.61
C11 0.86 1.12 1.19  -1.09
C12 -0.53 1.78 1.26  0.50
C13 -0.55 3.13 2.01  -1.72
C14 0.25 3.21 3.31  -0.74
C15 -0.49 2.65 4.51  1.11
F1 -1.38 1.68 4.16  -0.32
F2 -1.21 3.62 5.14  -0.32
C16 0.41 1.92 5.58  0.32
F3 -0.37 1.19 6.39  -0.29
F4 1.25 1.10 4.93  -0.23
S1 1.44 3.03 6.74  1.33
F5 2.80 2.65 6.04  -0.30
F6 1.31 4.28 5.76  -0.31
F7 0.09 3.48 7.47  -0.30
F8 1.62 1.83 7.76  -0.31
F9 2.24 3.96 7.74  -0.29
C17 2.08 -1.34 -2.35  -0.49
C18 3.20 -2.33 -2.19  0.89
C19 4.42 -1.93 -1.41  -1.33
N1 3.10 -3.47 -2.75  -0.85
C20 1.15 1.62 -2.09  -0.32
F10 0.22 2.59 -1.70  -0.37
F11 0.78 1.31 -3.40  -0.38
C21 2.50 2.28 -2.13  1.59
C22 3.45 1.90 -3.10  -0.91
C23 4.74 2.45 -3.08  -0.73
C24 5.10 3.39 -2.10  -1.26
C25 4.14 3.78 -1.15  0.40
C26 4.47 4.79 -0.10  0.98
F12 3.76 5.94 -0.25  -0.28
F13 4.21 4.34 1.15  -0.25
F14 5.78 5.15 -0.12  -0.30
C27 2.85 3.23 -1.17  -0.76
H1 4.89 -7.56 0.15  0.36
H2 4.38 -6.39 1.37  0.35
H3 4.89 -5.85 -0.22  0.23
H4 2.55 -7.76 -0.06  0.41
H5 2.85 -6.52 -1.25  0.42
H6 1.39 -5.18 -0.17  -0.14
H7 2.49 -5.09 1.17  0.29
H8 1.55 -7.20 2.10  0.39
H9 0.34 -7.21 0.81  0.30
H10 -0.53 -6.31 2.98  0.37
H11 0.69 -5.06 2.94  0.43
H12 -1.93 -5.08 1.73  0.36
H13 -0.74 -4.87 0.44  0.36
H14 0.23 -2.96 1.99  0.33
H15 -1.23 -3.22 2.93  0.34
H16 -2.67 -2.49 1.21  0.38
H17 -1.41 -1.31 1.42  -0.57
H18 -0.47 -2.99 -0.69  -0.05
H19 -2.16 -2.70 -1.00  0.32
H20 -1.73 -0.20 -0.66  0.49
H21 -1.00 -0.93 -2.09  0.62
H22 2.94 0.08 -0.13  0.07
H23 1.41 -1.72 0.41  0.16
H24 1.04 0.50 2.07  0.60
H25 1.64 1.89 1.22  0.69
H26 -0.93 1.97 0.27  0.30
H27 -1.23 1.09 1.74  0.18
H28 -0.16 3.89 1.34  0.50
H29 -1.59 3.41 2.21  0.41
H30 0.45 4.25 3.54  0.44
H31 1.22 2.72 3.21  0.47
H32 1.23 -1.92 -2.72  0.33
H33 2.40 -0.66 -3.14  0.26
H34 5.29 -2.49 -1.77  0.52
H35 4.27 -2.12 -0.35  0.17
H36 4.63 -0.86 -1.52  0.18
H37 3.94 -4.01 -2.56  0.28
H38 3.18 1.18 -3.85  0.56
H39 5.48 2.15 -3.81  0.75
H40 6.10 3.81 -2.07  0.53
H41 2.13 3.54 -0.42  0.51
C28 8.13 4.96 -7.37  -0.31
C29 7.58 4.10 -8.32  -0.40
C30 6.46 3.34 -8.01  -0.41
C31 5.88 3.44 -6.75  -0.41
C32 6.43 4.29 -5.80  -0.15
C33 7.55 5.05 -6.11  -0.54
H42 9.00 5.55 -7.61  0.36
H43 8.03 4.03 -9.30  0.35
H44 6.04 2.68 -8.75  0.36
H45 5.01 2.85 -6.51  0.41
H46 5.98 4.36 -4.82  0.39
H47 7.97 5.71 -5.37  0.36
C34 -5.51 -0.57 1.11  -0.30
C35 -5.85 -1.37 0.03  -0.34
C36 -6.97 -2.18 0.09  -0.50
C37 -7.77 -2.18 1.23  -0.46
C38 -7.43 -1.38 2.31  -0.40
C39 -6.30 -0.58 2.26  -0.53
H48 -4.63 0.06 1.06  0.51
H49 -5.23 -1.36 -0.86  0.44
H50 -7.23 -2.80 -0.75  0.39
H51 -8.65 -2.80 1.27  0.39
H52 -8.05 -1.38 3.20  0.39
H53 -6.04 0.05 3.10  0.40
C40 -11.14 2.38 1.21  -0.35
C41 -12.04 2.07 0.19  -0.43
C42 -11.70 1.13 -0.77  -0.35
C43 -10.47 0.48 -0.71  -0.51
C44 -9.58 0.78 0.31  0.03
C45 -9.91 1.73 1.26  -0.54
H54 -11.40 3.11 1.96  0.36
H55 -12.99 2.58 0.15  0.35
H56 -12.40 0.90 -1.56  0.36
H57 -10.21 -0.25 -1.46  0.38
H58 -8.62 0.28 0.35  0.34
H59 -9.21 1.96 2.06  0.38

Properties
Highest occupied orbital energy: -5.23 eV
Electronic energy: -99538.337 eV
Spin multiplicity: 1
Orbital gap: 7.3 eV
Charge: -1

# 3
Here is a molecular structure, C45H60BN13O4S4SiTi at a distorted geometry from the OMol25 dataset. Energies are from ωB97M-V/def2-TZVPD.

Last column: Mulliken charge in e.
CARTESIAN COORDINATES (ANGSTROEM)
Ti1 0.69 -0.93 0.05  0.48
C1 -2.05 -2.36 2.47  -1.07
C2 -2.50 -3.33 1.41  1.30
C3 -2.33 -4.78 1.90  -1.81
C4 -1.87 -3.22 0.05  -0.45
C5 -2.48 -3.89 -1.02  -1.08
C6 -1.61 -3.77 -2.06  -0.76
N1 -0.54 -3.08 -1.66  0.13
N2 -0.70 -2.69 -0.34  1.17
B1 0.72 -3.08 -2.54  -0.80
N3 1.08 -1.70 -3.13  0.22
C7 1.15 -1.41 -4.43  -0.89
C8 1.82 -0.21 -4.56  -1.13
C9 2.14 0.17 -3.25  -0.26
N4 1.67 -0.74 -2.38  0.90
C10 3.00 1.34 -2.88  2.34
C11 2.44 2.64 -3.44  -1.44
C12 4.43 1.10 -3.36  -1.82
N5 1.97 -3.60 -1.82  -0.19
C13 2.75 -4.60 -2.24  -0.72
C14 3.82 -4.71 -1.38  -1.22
C15 3.59 -3.70 -0.42  -0.20
N6 2.48 -3.03 -0.71  1.26
C16 4.41 -3.45 0.81  2.15
C17 5.80 -2.92 0.46  -1.66
C18 4.51 -4.73 1.64  -1.73
H1 -2.51 -2.61 3.43  0.61
H2 -2.35 -1.34 2.22  -0.36
H3 -0.97 -2.37 2.60  -0.21
H4 -3.57 -3.16 1.23  0.30
H5 -1.27 -5.04 1.97  0.21
H6 -2.81 -5.49 1.22  0.42
H7 -2.79 -4.89 2.89  0.46
H8 -3.47 -4.33 -1.01  0.61
H9 -1.68 -4.13 -3.08  0.50
H10 0.50 -3.81 -3.48  -0.26
H11 0.73 -2.07 -5.17  0.54
H12 2.05 0.32 -5.47  0.53
H13 3.03 1.42 -1.80  -1.16
H14 2.39 2.61 -4.54  0.43
H15 3.07 3.49 -3.16  0.29
H16 1.43 2.82 -3.06  0.11
H17 4.46 0.99 -4.45  0.36
H18 4.84 0.19 -2.92  0.34
H19 5.08 1.94 -3.08  0.44
H20 2.50 -5.17 -3.13  0.46
H21 4.63 -5.41 -1.41  0.52
H22 3.89 -2.70 1.41  -0.53
H23 6.35 -3.66 -0.13  0.39
H24 6.37 -2.71 1.37  0.40
H25 5.74 -2.00 -0.12  0.26
H26 5.10 -5.48 1.11  0.39
H27 3.52 -5.15 1.82  0.29
H28 4.99 -4.54 2.61  0.41
C19 2.44 5.14 2.17  -1.21
Si1 2.35 4.48 0.41  0.40
C20 0.74 5.04 -0.34  -0.61
C21 3.74 5.36 -0.52  -1.19
C22 2.77 2.66 0.43  1.07
C23 4.07 2.31 0.77  -0.39
C24 4.49 0.98 0.75  -1.66
C25 3.54 0.01 0.50  0.11
N7 2.27 0.31 0.23  1.95
C26 1.88 1.60 0.10  -0.22
S1 0.33 1.74 -0.58  -0.60
H29 2.33 6.23 2.17  0.30
H30 3.40 4.90 2.63  0.34
H31 1.66 4.72 2.80  0.25
H32 0.66 6.12 -0.26  0.39
H33 -0.12 4.58 0.17  0.11
H34 0.67 4.75 -1.39  0.24
H35 3.54 6.44 -0.57  0.29
H36 3.84 4.98 -1.54  0.24
H37 4.70 5.22 -0.02  0.31
H38 4.78 3.08 1.04  0.26
H39 5.51 0.70 0.96  0.51
H40 3.78 -1.04 0.50  -0.45
C27 -1.66 4.99 2.94  -1.34
C28 -2.24 3.64 2.72  0.73
C29 -3.45 3.18 3.18  -1.10
C30 -3.77 1.82 3.02  0.87
N8 -2.78 0.92 2.68  -0.15
C31 -1.63 1.35 2.28  -0.02
S2 -0.16 0.40 2.20  -0.33
N9 -1.47 2.72 2.00  0.49
C32 -5.07 1.23 3.45  -1.27
H41 -2.31 5.59 3.58  0.39
H42 -1.52 5.53 1.99  0.21
H43 -0.68 4.92 3.41  0.20
H44 -4.11 3.84 3.71  0.27
H45 -0.51 2.97 1.80  -0.15
H46 -5.78 2.02 3.74  0.34
H47 -4.93 0.56 4.31  0.33
H48 -5.53 0.62 2.67  0.17
O1 2.62 -0.48 3.00  -0.56
C33 2.00 -1.52 2.93  -0.17
C34 1.79 -2.40 4.15  -1.43
C35 1.36 -3.73 3.55  -0.70
C36 1.19 -3.43 2.06  -0.91
O2 0.88 -4.31 1.29  -0.69
N10 1.46 -2.09 1.79  3.03
H49 1.01 -1.93 4.75  0.22
H50 2.70 -2.44 4.74  0.44
H51 0.42 -4.13 3.93  0.32
H52 2.13 -4.50 3.66  0.43
N11 -6.78 4.57 -1.83  -0.63
C37 -6.46 3.24 -1.52  1.17
C38 -7.09 2.18 -2.17  -0.82
C39 -6.78 0.87 -1.84  -0.41
C40 -5.86 0.60 -0.84  -0.98
C41 -5.22 1.65 -0.19  0.04
C42 -5.53 2.96 -0.52  -1.04
S3 -5.32 -1.07 -0.50  1.58
O3 -5.75 -1.39 0.84  -0.83
O4 -5.87 -1.88 -1.58  -0.81
N12 -3.76 -0.94 -0.50  0.08
C43 -3.07 -0.66 -1.61  0.36
S4 -3.73 -0.79 -3.27  -0.36
C44 -2.26 -0.13 -3.88  -0.65
C45 -1.41 0.11 -2.87  -0.64
N13 -1.84 -0.20 -1.60  -0.14
H53 -7.11 4.69 -2.78  0.21
H54 -6.05 5.22 -1.62  0.24
H55 -7.81 2.40 -2.96  0.25
H56 -7.24 0.04 -2.36  0.49
H57 -4.46 1.43 0.55  0.59
H58 -5.02 3.78 -0.01  0.35
H59 -2.11 0.05 -4.94  0.48
H60 -0.44 0.57 -2.98  -0.04

Properties
Highest occupied orbital energy (alpha / beta): -0.41 / -2.32 eV
Relative energy (zero: lowest compared OMol25 entry of this formula, charge and spin): 45.6 kcal per mole
Expectation value of S²: 2.033
Electronic energy: -150219.087 eV
Spin multiplicity: 3
Orbital gap (alpha / beta): 4.3 / 6.2 eV
Charge: -2

# 4
Here is a molecular structure, C45H61AsBFMnN3O5Si3 from the OMol25 dataset. Energies are from ωB97M-V/def2-TZVPD.

Last column: Mulliken charge in e.
CARTESIAN COORDINATES (ANGSTROEM)
Mn1 0.06 -0.10 -0.29  0.36
C1 1.96 0.33 2.87  -1.60
N1 1.89 0.15 1.42  0.27
C2 3.01 0.12 0.80  -0.28
C3 3.06 -0.02 -0.62  -0.11
C4 4.13 0.02 -1.50  -1.14
C5 3.59 -0.10 -2.78  -0.97
C6 2.21 -0.20 -2.61  -1.33
N2 1.88 -0.16 -1.30  1.40
C7 2.41 -0.91 3.62  0.97
C8 2.01 -2.18 3.22  0.76
C9 2.41 -3.30 3.95  -1.04
C10 3.21 -3.16 5.07  -0.46
C11 3.61 -1.89 5.47  -0.58
C12 3.22 -0.78 4.75  -0.84
H1 0.97 0.62 3.22  0.13
H2 2.64 1.16 3.12  0.65
H3 3.96 0.22 1.34  0.40
H4 5.18 0.12 -1.23  0.50
H5 4.12 -0.11 -3.73  0.48
H6 1.46 -0.32 -3.37  0.54
H7 1.38 -2.30 2.35  0.00
H8 2.08 -4.28 3.63  0.42
H9 3.51 -4.03 5.63  0.39
H10 4.25 -1.77 6.34  0.39
H11 3.55 0.21 5.05  0.39
C13 -2.71 -0.06 6.69  -1.83
C14 -3.30 1.06 5.84  0.57
C15 -3.17 2.39 6.56  -0.96
C16 -3.80 3.50 5.73  -1.07
C17 -3.17 3.54 4.36  0.78
C18 -3.10 4.70 3.64  -0.72
C19 -2.51 4.71 2.38  -0.05
F1 -2.48 5.88 1.72  -0.37
C20 -1.98 3.60 1.82  -0.76
C21 -2.03 2.39 2.54  1.11
C22 -1.46 1.19 1.93  0.63
O1 -0.92 1.32 0.81  -0.19
C23 -1.57 0.00 2.68  -0.98
C24 -2.15 0.06 3.92  -0.52
N3 -2.65 1.15 4.50  0.43
C25 -2.62 2.36 3.81  -1.08
C26 -1.07 -1.38 2.27  0.38
O2 -1.20 -2.29 3.09  -0.86
O3 -0.59 -1.49 1.10  0.05
H12 -3.09 0.04 7.70  0.44
H13 -1.62 0.00 6.72  0.38
H14 -2.99 -1.06 6.33  0.51
H15 -4.36 0.86 5.66  0.13
H16 -2.12 2.60 6.75  0.32
H17 -3.67 2.31 7.52  0.37
H18 -3.68 4.47 6.21  0.45
H19 -4.87 3.32 5.63  0.33
H20 -3.50 5.62 4.04  0.50
H21 -1.51 3.61 0.84  0.70
H22 -2.19 -0.87 4.47  0.72
C27 -4.28 4.00 -6.25  -1.59
C28 -3.97 4.93 -5.07  2.11
C29 -5.22 5.05 -4.18  -1.67
C30 -3.64 6.31 -5.62  -2.22
C31 -2.82 4.34 -4.25  0.24
C32 -1.59 4.99 -4.11  0.13
C33 -0.53 4.44 -3.38  -1.83
C34 -0.75 3.22 -2.79  0.81
O4 0.10 2.46 -2.02  -0.42
B1 -0.62 1.31 -1.70  0.78
O5 -1.90 1.37 -2.25  -0.10
C35 -1.96 2.57 -2.93  -0.63
C36 -3.01 3.09 -3.64  -0.85
H23 -5.10 4.41 -6.85  0.44
H24 -4.58 3.01 -5.91  0.33
H25 -3.41 3.88 -6.89  0.36
H26 -6.05 5.48 -4.76  0.46
H27 -5.03 5.70 -3.32  0.36
H28 -5.55 4.08 -3.81  0.33
H29 -4.50 6.70 -6.17  0.43
H30 -2.80 6.28 -6.32  0.42
H31 -3.40 7.02 -4.83  0.45
H32 -1.44 5.95 -4.58  0.51
H33 0.41 4.96 -3.28  0.55
H34 -3.94 2.54 -3.73  0.65
C37 -0.52 -5.31 -2.54  -1.09
Si1 0.47 -3.77 -2.13  0.50
C38 1.78 -3.46 -3.43  -1.08
C39 1.32 -3.97 -0.47  -0.69
As1 -0.97 -1.91 -1.99  0.61
Si2 -2.95 -2.77 -1.01  0.44
C40 -3.97 -3.77 -2.25  -1.16
C41 -3.92 -1.27 -0.43  -0.83
C42 -2.54 -3.92 0.42  -0.98
Si3 -1.72 -1.42 -4.18  0.87
C43 -0.63 -0.13 -5.01  -1.07
C44 -1.67 -2.94 -5.28  -1.21
C45 -3.47 -0.74 -4.13  -0.69
H35 0.15 -6.17 -2.41  0.42
H36 -0.89 -5.32 -3.57  0.29
H37 -1.37 -5.45 -1.87  0.23
H38 2.31 -4.40 -3.61  0.50
H39 2.50 -2.71 -3.09  0.27
H40 1.37 -3.12 -4.38  0.19
H41 2.27 -4.48 -0.63  0.54
H42 0.72 -4.57 0.22  0.33
H43 1.52 -3.01 0.01  -0.30
H44 -3.71 -3.62 -3.30  0.16
H45 -5.03 -3.53 -2.14  0.37
H46 -3.86 -4.84 -2.05  0.42
H47 -4.74 -1.03 -1.11  0.40
H48 -3.30 -0.37 -0.35  -0.27
H49 -4.35 -1.47 0.56  0.42
H50 -1.51 -4.27 0.42  0.05
H51 -3.21 -4.78 0.37  0.48
H52 -2.69 -3.43 1.38  0.29
H53 0.23 -0.60 -5.50  0.40
H54 -0.25 0.67 -4.37  0.10
H55 -1.22 0.35 -5.80  0.39
H56 -0.66 -3.35 -5.36  0.25
H57 -1.98 -2.63 -6.29  0.37
H58 -2.34 -3.74 -4.96  0.30
H59 -3.57 0.06 -3.39  -0.23
H60 -4.22 -1.50 -3.93  0.44
H61 -3.69 -0.31 -5.12  0.44

Properties
Highest occupied orbital energy (alpha / beta): -7.14 / -7.12 eV
Relative energy (zero: lowest compared OMol25 entry of this formula, charge and spin): 5.8 kcal per mole
Expectation value of S²: 6.241
Electronic energy: -181557.141 eV
Spin multiplicity: 5
Orbital gap (alpha / beta): 6.9 / 6.8 eV